{
  "formula": "C18H39Cu2NO5S2",
  "method": "ωB97M-V with the def2-TZVPD basis set",
  "elements": ["Cu", "Cu", "C", "C", "C", "C", "N", "C", "C", "C", "C", "C", "H", "H", "H", "H", "H", "H", "H", "H", "H", "H", "H", "H", "H", "H", "H", "H", "H", "H", "H", "H", "C", "O", "H", "H", "H", "C", "C", "C", "S", "O", "O", "C", "H", "H", "H", "H", "H", "H", "H", "H", "C", "C", "C", "S", "O", "O", "C", "H", "H", "H", "H", "H", "H", "H", "H"],
  "positions_angstrom": [[9.25016, -10.99329, -0.42045], [8.14893, -9.79984, -3.18022], [11.50602, -3.48424, 2.09312], [10.04759, -2.98936, 1.90092], [9.45336, -3.28349, 0.49697], [9.13652, -4.71038, 0.13983], [7.88300, -5.31048, 0.78508], [7.90452, -5.37122, 2.32086], [6.83824, -6.43844, 2.59404], [6.96739, -7.46075, 1.51230], [7.79558, -6.78103, 0.40073], [6.66211, -4.52140, 0.39609], [11.51559, -4.56826, 2.18004], [11.91565, -2.91051, 2.92119], [12.13242, -3.21204, 1.23923], [9.87928, -1.94058, 2.13618], [9.53349, -3.51345, 2.71061], [10.28099, -2.97179, -0.14651], [8.67494, -2.52984, 0.37631], [9.96530, -5.33811, 0.46155], [8.87438, -4.77616, -0.91625], [7.56527, -4.39964, 2.65833], [8.91288, -5.73210, 2.51047], [5.86280, -5.98262, 2.76387], [7.08148, -6.84664, 3.57741], [6.07212, -7.72536, 0.95103], [7.43864, -8.32319, 1.97782], [7.37612, -6.79531, -0.60606], [8.78269, -7.22869, 0.28142], [5.70209, -4.91436, 0.71794], [6.67630, -4.43174, -0.68866], [6.79277, -3.53212, 0.82608], [6.10849, -10.73097, -0.61185], [7.29128, -10.14201, -1.18361], [5.26885, -10.57143, -1.28799], [6.21293, -11.72715, -0.18891], [5.92760, -10.04982, 0.22947], [3.21483, -14.17433, -2.99129], [2.91067, -12.76786, -3.46891], [1.43995, -12.44406, -3.09965], [0.61841, -14.07389, -3.37889], [-0.07054, -14.03206, -4.65942], [-0.14748, -14.35757, -2.18252], [2.13093, -15.08591, -3.54040], [3.09917, -14.17967, -1.90136], [4.16831, -14.62461, -3.26892], [3.02832, -12.84166, -4.55213], [3.56196, -12.07108, -2.93865], [1.05066, -11.63623, -3.70723], [1.27220, -12.36430, -2.02767], [2.07167, -15.13055, -4.63194], [2.07985, -16.08931, -3.13062], [6.08593, -7.67063, -3.56417], [6.05493, -6.12602, -3.43988], [4.62445, -5.54474, -3.35465], [3.66810, -6.76274, -4.26588], [3.88067, -6.59662, -5.68194], [2.37395, -7.05743, -3.71348], [4.64981, -8.22056, -3.65718], [6.68642, -8.23180, -2.84101], [6.40271, -7.87083, -4.59575], [6.64482, -5.77034, -4.28078], [6.55081, -5.71274, -2.55718], [4.61632, -4.64628, -3.97061], [4.23543, -5.38521, -2.35488], [4.45362, -9.14824, -4.18363], [4.33695, -8.33734, -2.61536]],
  "atomic_forces_ev_per_a": [[-1.758, 0.515, -0.518], [-1.123, -0.293, 1.265], [-0.611, 1.330, -0.929], [0.147, -1.285, 0.521], [0.852, 1.202, 1.168], [-1.092, 0.357, 0.384], [0.098, -0.271, 0.825], [-0.927, -0.652, -1.760], [0.184, 0.984, 1.899], [-0.053, -0.044, -1.499], [0.143, 0.242, -0.222], [0.626, 0.298, -0.664], [0.303, 0.019, 0.473], [0.201, -0.706, 0.380], [-0.052, -0.066, -0.088], [0.471, 0.129, -0.225], [-0.441, 0.184, -0.184], [-0.303, -0.108, -0.468], [-0.357, -0.468, -0.570], [-0.025, -0.212, -0.359], [0.610, -0.236, -0.149], [0.804, 0.058, 0.520], [-0.012, 0.447, 0.769], [-0.066, -0.046, -0.472], [-0.101, -0.218, -0.083], [-0.454, -0.372, 0.957], [0.063, -0.287, -0.702], [-0.355, -0.212, 0.156], [0.243, 0.493, 0.321], [0.298, -0.481, 0.197], [-0.144, 0.045, -0.019], [-0.107, 0.023, -0.063], [0.262, 1.689, 0.517], [3.004, -0.710, -0.904], [-0.001, -0.643, -0.118], [-0.036, -0.222, -0.543], [-0.387, -0.378, 0.197], [-0.531, -0.935, 0.702], [-0.208, -0.220, 0.363], [0.933, -1.793, -0.313], [-1.742, 0.760, -0.182], [0.732, -0.290, 0.719], [0.635, -0.172, -0.367], [-1.028, 0.855, -0.715], [0.350, -0.224, 0.036], [0.248, 0.543, 0.059], [0.119, 0.925, -0.039], [0.249, 0.233, -0.610], [-0.476, -0.147, 0.099], [0.226, 0.613, 0.006], [0.812, -0.283, -0.028], [-0.322, 0.144, 0.264], [-0.799, -0.703, -2.055], [0.451, 0.214, 0.966], [0.585, -0.302, -1.538], [-0.433, -2.769, 0.240], [0.160, 0.348, 0.758], [-0.067, 1.087, -0.257], [0.361, 1.595, 1.681], [0.042, 0.223, 0.334], [0.893, 0.015, 0.226], [-0.449, 0.484, -0.098], [0.310, -0.462, 0.065], [-0.379, 0.180, 0.285], [-0.070, -0.134, -0.004], [0.112, 0.206, -0.416], [-0.619, -0.097, -0.189]],
  "nbo_charge": [0.913, 0.932, -0.616, -0.398, -0.461, -0.196, -0.204, -0.202, -0.436, -0.446, -0.207, -0.426, 0.190, 0.247, 0.211, 0.234, 0.189, 0.252, 0.232, 0.225, 0.218, 0.249, 0.222, 0.239, 0.254, 0.240, 0.239, 0.221, 0.217, 0.247, 0.220, 0.243, -0.245, -1.124, 0.180, 0.183, 0.163, -0.413, -0.412, -0.647, 2.121, -0.930, -0.930, -0.644, 0.206, 0.223, 0.220, 0.195, 0.259, 0.239, 0.246, 0.266, -0.448, -0.412, -0.676, 2.162, -0.901, -0.905, -0.652, 0.164, 0.230, 0.245, 0.193, 0.280, 0.246, 0.260, 0.217],
  "e_tot_ev": -141954.557,
  "charge": 2
}